1.
{
  "formula": "C21H18F2N4O2S",
  "method": "ωB97M-V/def2-TZVPD",
  "relative_energy_kj_mol": 1597.3,
  "energy_ev": -48377.6293,
  "total_charge": 0,
  "species": ["O", "C", "N", "H", "C", "C", "C", "C", "C", "C", "C", "H", "H", "F", "H", "H", "H", "H", "C", "C", "C", "C", "C", "C", "C", "H", "H", "F", "H", "H", "N", "C", "O", "C", "C", "S", "N", "N", "H", "C", "C", "C", "H", "H", "H", "H", "H", "H"],
  "positions_angstrom": [[0.34762, -0.45493, 2.50326], [-0.26021, -0.64270, 1.45095], [-0.51614, -1.75089, 0.88594], [-0.98407, -1.87094, -0.05566], [0.21501, -3.14320, 1.09161], [1.45020, -2.92106, 0.57149], [2.49372, -2.34791, 1.31106], [3.73923, -1.97488, 0.33244], [3.78641, -2.36412, -0.96306], [2.82449, -3.05336, -1.52225], [1.55789, -3.02532, -0.78920], [0.67521, -3.60012, -1.40364], [2.90611, -3.47880, -2.66017], [5.00319, -2.06121, -1.51771], [4.59510, -1.53298, 0.79851], [2.42007, -1.92741, 2.29457], [-0.29617, -4.04567, 1.01587], [0.30922, -2.99782, 2.40551], [-1.10439, 0.67799, 0.80998], [-2.27174, 0.24835, -0.04160], [-3.41951, -0.50232, 0.16988], [-4.47235, -0.77094, -0.48328], [-4.20136, -0.40888, -1.91439], [-3.15203, 0.22509, -2.24053], [-2.11596, 0.70684, -1.74269], [-1.16713, 1.10709, -1.85361], [-2.98760, 0.24637, -3.45973], [-5.11177, -0.71601, -2.88761], [-5.31233, -1.44179, -0.21197], [-3.44613, -0.79523, 1.37490], [-0.23125, 1.67133, 0.36461], [0.77819, 1.05097, -0.40576], [0.91219, -0.07314, -0.55105], [1.90443, 1.83356, -0.71233], [3.15102, 1.37464, -0.92957], [4.24081, 2.90436, -1.39761], [2.98574, 3.80184, -1.49269], [1.87714, 3.30629, -0.66889], [3.48032, 0.46767, -0.81394], [-0.55562, 3.06938, 0.83331], [-0.73495, 3.30091, 2.28532], [-1.94578, 3.56966, 1.24216], [-2.12069, 4.43706, 0.64319], [-2.70921, 2.69576, 1.01478], [-1.07621, 2.68674, 2.81049], [-0.19928, 4.21229, 2.49276], [0.32669, 3.46369, 0.23229], [-1.58812, 0.84377, 1.78407]],
  "forces_ev_per_angstrom": [[0.093, -0.198, -0.892], [-0.583, 4.009, 1.553], [-2.058, -7.306, -3.899], [0.651, 1.494, 1.668], [-3.423, 4.728, 9.049], [4.897, 1.429, -1.063], [3.866, 1.178, -5.664], [-4.143, -0.895, 5.396], [3.723, 1.563, 2.182], [-4.998, -1.529, -3.901], [0.825, -4.309, -4.576], [2.020, 1.663, 1.715], [-0.349, 1.253, 3.107], [-0.517, -0.469, -0.838], [0.307, 0.304, 0.063], [0.074, -0.300, 0.370], [-1.456, -0.990, -1.049], [-0.084, -0.924, -3.630], [-1.693, -4.176, 2.857], [1.013, 1.946, -6.990], [6.469, 1.568, 10.547], [-4.335, -1.404, -8.934], [-7.625, -4.085, 5.149], [1.268, 1.120, -11.987], [3.331, -0.507, 12.376], [1.003, 0.855, -1.473], [-1.218, 0.062, 2.311], [0.487, 0.004, 0.637], [0.666, 0.887, -0.033], [-0.044, 0.419, -2.832], [-1.417, -1.645, -0.435], [-1.333, 7.377, 3.576], [-0.384, -7.501, -1.779], [3.955, 6.454, -0.168], [0.248, 6.339, -1.267], [-1.013, -4.960, -0.083], [-4.815, 0.756, 5.024], [2.592, -1.005, -5.636], [2.035, -4.878, 0.421], [2.947, -2.173, -1.445], [2.731, 10.544, -10.306], [1.181, -2.915, -2.099], [-0.490, 0.914, 0.591], [1.432, 2.011, 1.142], [-3.929, -9.399, 8.705], [-0.161, -0.125, 1.229], [-2.129, 1.804, 1.367], [0.381, 1.014, -0.054]]
}

2.
{
  "formula": "C11H12FNO",
  "method": "ωB97M-V/def2-TZVPD",
  "relative_energy_kj_mol": 265.0,
  "energy_ev": -17853.3361,
  "total_charge": 0,
  "species": ["C", "C", "C", "C", "C", "C", "C", "C", "C", "C", "C", "N", "O", "F", "H", "H", "H", "H", "H", "H", "H", "H", "H", "H", "H", "H"],
  "positions_angstrom": [[1.70755, -2.08434, -1.51895], [1.29644, -2.57326, -0.31653], [1.05017, -1.06299, -2.17978], [0.13482, -2.01448, 0.31097], [-0.02576, -0.44271, -1.51965], [-0.48294, -0.89767, -0.24019], [1.86610, 0.72358, 1.90677], [-1.63937, -0.31157, 0.36826], [2.10965, 1.31133, 0.75593], [1.05766, 2.18939, 0.16262], [-3.30110, 1.20315, 0.83101], [-2.05603, 0.84974, 0.20337], [1.29129, 0.36988, 2.83873], [3.18297, 1.10459, -0.04869], [2.60589, -2.60007, -1.93328], [1.81336, -3.44736, 0.12167], [1.20195, -0.64293, -3.08976], [-0.15796, -2.33075, 1.31132], [-0.53528, 0.28478, -2.08680], [-2.12566, -0.96506, 1.03272], [1.29819, 3.21881, -0.10993], [0.11729, 2.35914, 0.77098], [0.54365, 1.62014, -0.72441], [-3.10894, 1.96083, 1.72332], [-3.89822, 1.75703, 0.18263], [-3.94571, 0.42081, 1.24767]],
  "forces_ev_per_angstrom": [[1.955, -1.010, -1.240], [-1.715, -0.191, 1.567], [-2.226, 0.221, 3.638], [1.508, 0.113, -0.033], [0.806, -2.060, 0.737], [1.528, -0.218, -2.359], [-0.226, 0.938, -1.716], [0.191, -0.233, 0.460], [-0.043, 0.659, -0.586], [-3.077, -0.611, -0.977], [0.822, 1.350, 3.163], [-0.602, 1.119, -0.626], [-0.118, -0.923, 1.743], [0.126, -0.246, 0.465], [-0.817, 0.684, -0.037], [-0.379, 0.754, -0.157], [1.305, 0.554, -2.751], [-0.094, -0.229, -0.280], [-0.778, 0.949, -0.112], [-1.018, -1.086, 1.089], [0.767, -0.294, -0.180], [1.302, -0.605, 0.037], [1.393, 1.337, 1.280], [-0.161, -1.476, -1.663], [-0.915, 0.952, -1.392], [0.468, -0.446, -0.067]]
}